1.
{"formula": "C5H24BCuN10O5", "method": "ωB97M-V with the def2-TZVPD basis set", "symbols": ["H", "H", "H", "H", "C", "N", "H", "H", "N", "O", "O", "N", "O", "Cu", "H", "C", "H", "H", "C", "N", "H", "C", "N", "H", "H", "H", "O", "N", "H", "H", "H", "H", "N", "H", "O", "N", "B", "H", "H", "N", "H", "H", "N", "C", "H", "H"], "positions_angstrom": [[-0.08051, -3.19473, 5.46521], [0.95118, 3.55768, 3.84660], [1.86113, -2.76136, -2.84121], [6.51013, 0.41939, 2.51227], [-1.21361, 1.43319, -5.68678], [-5.94699, -0.49439, -2.33404], [0.79920, -3.84643, -1.88260], [1.80262, -4.47465, -3.19939], [6.12368, 0.41752, 1.57913], [-0.84501, 2.69618, 2.13309], [4.39309, 0.70099, 0.29186], [5.04162, 2.30908, 1.62489], [-0.79853, 1.15321, -4.54221], [0.15965, -0.82255, -0.67711], [-7.27388, -2.35626, -2.83406], [-5.45306, -1.69171, -2.29400], [-0.89975, 3.38142, -5.64730], [5.79282, 2.64644, 2.20969], [1.66066, -2.66875, 4.78843], [0.01609, 3.92493, 3.74258], [-2.79098, 4.06679, 2.60277], [-0.92573, 3.59727, 2.93257], [-1.78211, 0.47536, -6.44497], [2.92735, -2.84628, 6.25136], [6.29986, -0.43561, 1.06802], [-5.94469, -3.55065, -2.78998], [-4.35313, -1.90668, -1.74755], [-1.28825, 2.59987, -6.15559], [1.29295, -3.34316, 6.55376], [-2.59412, 0.74347, -6.98241], [-1.68944, -0.42815, -6.00317], [-1.56733, 2.80056, -7.10529], [2.86371, -2.55637, 5.28596], [-2.04747, 5.17311, 3.74657], [1.29084, -2.42227, 3.65531], [-6.29865, -2.60551, -2.75103], [1.73481, -3.74230, -2.40990], [3.66763, -2.26015, 4.75111], [-5.37422, 0.32154, -2.17193], [0.88677, -3.01127, 5.69065], [-6.92614, -0.24716, -2.34982], [-0.05099, 4.73507, 4.34198], [-1.99124, 4.36573, 3.14236], [5.17229, 1.14587, 1.13009], [4.39083, 2.93668, 1.17467], [2.49681, -3.93481, -1.67062]], "e_above_lowest_ev": 10.099, "total_charge": 1, "homo_lumo_gap_ev": [6.195, 4.147], "lumo_ev": [-5.290, -7.338], "s_squared": 0.7532, "spin_multiplicity": 2}

=====

2.
{"formula": "C5H24N3O5", "method": "ωB97M-V with the def2-TZVPD basis set", "symbols": ["H", "H", "H", "H", "H", "H", "C", "C", "C", "H", "H", "O", "C", "O", "H", "H", "H", "H", "H", "N", "H", "O", "O", "N", "H", "H", "N", "H", "H", "O", "H", "H", "C", "H", "H", "H", "H"], "positions_angstrom": [[-0.20481, -0.53238, -1.04829], [-1.92964, 1.88115, -3.03896], [-1.92833, -0.89991, 0.91076], [-2.41413, -2.31198, -0.05112], [2.34770, -0.40230, 2.20904], [-2.93273, 0.04529, -2.39281], [-0.81775, 2.73841, -0.73293], [-1.60775, -1.62843, 0.18919], [-2.13000, 0.31701, -1.66916], [-0.93347, 1.06641, 2.67490], [-0.02209, -3.10882, 0.22638], [-0.87539, 0.48101, 1.90945], [-1.18953, 1.19806, -2.55973], [0.24944, -1.56091, 3.31665], [-0.22346, -2.34791, 1.69385], [-2.47850, 1.01253, -0.83920], [-0.33058, 3.30137, 1.11974], [2.17558, 1.65935, -0.09242], [2.86521, -1.57989, 0.32883], [-0.16841, -2.23804, 0.66644], [-0.36554, -1.46955, 4.00832], [3.22911, -0.70556, 1.65889], [2.71551, 1.16780, -0.65042], [-0.24443, 1.96408, -1.79701], [2.29521, -1.68320, -1.13923], [-0.65476, 0.66394, -3.32861], [-0.20169, 2.56580, 0.42670], [0.66168, 1.54716, -1.53138], [-1.45646, 3.46792, -1.21766], [2.23284, -2.12565, -0.31375], [-0.02826, -0.76926, 2.79597], [-1.29812, -1.78005, -1.98594], [-1.30211, -1.00140, -1.23194], [-0.52893, 1.16527, 1.26538], [0.80690, -1.59009, 0.44145], [3.25322, 0.03480, 1.00187], [3.43443, 1.45800, -1.22324]], "e_above_lowest_ev": 0.000, "homo_lumo_gap_ev": [3.267, 7.436], "lumo_ev": [0.205, 0.161], "s_squared": 0.7532, "spin_multiplicity": 2}

=====

3.
{"formula": "C5H24N3O5", "method": "ωB97M-V with the def2-TZVPD basis set", "symbols": ["C", "H", "O", "N", "H", "H", "O", "H", "H", "N", "C", "H", "H", "H", "O", "H", "H", "H", "H", "H", "H", "H", "C", "O", "H", "H", "H", "H", "H", "H", "H", "H", "N", "C", "O", "H", "C"], "positions_angstrom": [[1.23754, -1.47926, 0.99940], [0.66868, 2.56705, -0.21335], [2.63970, 0.16547, -1.69765], [-1.61934, 0.45765, 2.53442], [-1.80053, 2.66922, -3.27088], [2.19881, -1.15987, 0.63194], [-1.19099, 2.68086, 0.90000], [-0.17213, -2.88169, 0.05479], [3.17222, 0.38018, -2.46955], [-0.39734, -0.17647, -0.40426], [1.34708, -4.02691, 1.01203], [-0.82365, 2.98823, 1.74098], [-1.74196, 0.50237, 3.52704], [1.82975, -1.84507, -1.39898], [1.32254, 2.40167, -0.92778], [1.32100, -4.85934, 0.31924], [1.47797, -1.63409, 2.04369], [-2.80869, 1.73300, -0.39128], [2.35234, -3.88257, 1.41219], [2.76773, 1.02854, -1.27531], [-2.11646, 3.55903, -2.19362], [-1.11025, 0.54873, -0.50677], [-0.42737, -0.06140, 2.12605], [-1.58324, 2.76114, -2.33064], [0.59386, -4.23131, 1.78705], [0.08246, -0.44470, 3.01219], [0.42799, 0.10072, -0.94851], [0.94173, 2.94904, -1.61819], [-0.81892, -1.05994, -0.70181], [2.11632, -3.49449, -1.27822], [-2.41160, 0.66388, 1.95282], [-3.41244, 1.15012, -1.64887], [1.47115, -2.73693, -1.11491], [0.08936, -0.46397, 0.95428], [-3.19458, 0.89882, -0.73496], [-1.69560, 3.41561, 0.55471], [0.90077, -2.78147, 0.24453]], "e_above_lowest_ev": 2.979, "total_charge": 1, "homo_lumo_gap_ev": 8.498, "lumo_ev": -3.084}